{"formula": "C3H4FIO", "method": "wB97M-V/def2-TZVPD", "elements": ["I", "F", "O", "C", "C", "C", "H", "H", "H", "H"], "positions_angstrom": [[0.5118, -0.3278, -2.5094], [0.2004, -1.8308, 0.0230], [2.0484, -0.0521, 1.3848], [0.4344, -0.5820, -0.3694], [-1.4232, 0.2902, 0.2732], [1.4744, 0.2409, 0.3802], [1.6056, 1.2805, -0.1221], [-1.8312, 0.7354, -0.5766], [-1.7046, -0.7493, 0.4454], [-1.3160, 0.9949, 1.0710]], "forces_ev_per_a": [[0.08, -0.21, 0.70], [0.64, -0.27, -0.07], [-0.16, -0.41, 0.00], [-2.76, 2.43, 0.93], [3.48, -2.39, -0.62], [-0.29, 1.16, -1.12], [-0.21, -1.30, 0.53], [-0.58, 0.48, -1.44], [-0.49, 0.63, 0.42], [0.28, -0.12, 0.66]], "e_above_lowest_kj_mol": 229.0, "e_homo_ev": -9.428, "energy_ev": -16038.5267, "multiplicity": 1, "gap_ev": 9.36, "charge": 0, "lumo_energy_ev": -0.06}